Version w
21
Properties=species:S:1:pos:R:3 method="wB97M-V/def2-TZVPD" total_charge=0 e_homo_ev=-8.9 homo_lumo_gap_ev=9.85
H -2.803 0.635 1.946
N -1.899 0.200 2.211
C -0.955 0.893 1.659
N 0.371 0.699 1.931
C 1.333 1.754 1.683
H -1.136 1.696 0.912
H 0.547 0.011 2.671
H 2.340 1.304 1.610
H 1.094 2.248 0.732
H 1.338 2.522 2.474
C -0.888 -1.922 -1.138
C -0.344 -0.848 -2.084
C 1.091 -0.418 -1.751
H -0.197 -2.780 -1.098
H -1.850 -2.304 -1.487
H -1.011 -1.529 -0.152
H -0.997 0.028 -2.044
H -0.377 -1.246 -3.109
H 1.428 0.349 -2.436
H 1.140 -0.028 -0.739
H 1.774 -1.263 -1.792

Version x
21
Properties=species:S:1:pos:R:3 method="wB97M-V/def2-TZVPD" total_charge=0 e_homo_ev=-8.9 homo_lumo_gap_ev=9.97
C 2.193 -0.103 0.796
C 0.943 0.451 1.449
C -0.494 -0.132 0.932
C -0.707 0.079 -0.544
C 0.012 -0.913 -1.451
N -0.596 1.408 -1.006
N -2.268 -0.206 -0.682
H 2.191 -1.197 0.805
H 3.085 0.230 1.338
H 2.281 0.246 -0.237
H 0.977 0.226 2.522
H 0.973 1.544 1.394
H -1.234 0.394 1.545
H -0.519 -1.195 1.184
H 0.068 -1.910 -1.003
H 1.018 -0.592 -1.731
H -0.532 -1.029 -2.395
H -0.938 1.456 -1.962
H -1.163 2.038 -0.451
H -2.484 -1.176 -0.454
H -2.806 0.380 -0.048

Version y
21
Properties=species:S:1:pos:R:3 method="wB97M-V/def2-TZVPD" total_charge=0 e_homo_ev=-8.0 homo_lumo_gap_ev=7.83
C 2.639 -0.158 0.292
N 1.760 -0.929 -0.287
C 1.054 0.211 -0.973
C 0.393 1.345 -0.144
C -0.317 0.762 1.082
C -1.292 -0.352 0.785
N -2.351 0.023 -0.148
H 2.778 0.191 1.334
H 3.509 0.083 -0.345
H 1.748 0.829 -1.595
H 0.351 -0.180 -1.715
H 1.189 1.909 0.356
H -0.186 2.079 -0.712
H 0.449 0.264 1.688
H -0.758 1.559 1.692
H -1.690 -0.736 1.744
H -0.744 -1.159 0.317
H -2.996 0.716 0.219
H -2.914 -0.814 -0.295
H -1.280 -2.646 -1.322
H -1.342 -2.996 -1.973

List of relative energies, unit kJ/mol: version w 14.1; version x 0.0; version y 454.8

Version w
21
Properties=species:S:1:pos:R:3 method="wB97M-V/def2-TZVPD" total_charge=0 e_homo_ev=-8.8 homo_lumo_gap_ev=9.72
H -1.584 2.025 -2.705
N -1.869 2.139 -1.733
C -1.255 1.371 -0.933
C -1.550 1.439 0.539
N -0.332 0.399 -1.287
H -1.951 0.488 0.890
H -2.280 2.222 0.716
H -0.641 1.647 1.104
H -0.098 0.347 -2.268
H 0.537 0.274 -0.662
C -0.044 -1.998 0.196
C 0.959 -1.443 1.113
C 1.964 -0.066 0.519
H -0.511 -1.066 -0.442
H -0.849 -2.517 0.708
H 0.387 -2.613 -0.593
H 0.541 -1.041 2.032
H 1.765 -2.139 1.331
H 2.697 -0.034 1.325
H 1.613 0.969 0.520
H 2.499 -0.403 -0.370

Version x
21
Properties=species:S:1:pos:R:3 method="wB97M-V/def2-TZVPD" total_charge=0 e_homo_ev=-8.7 homo_lumo_gap_ev=9.85
C -0.241 -1.823 2.518
C 0.503 -0.968 1.343
C -0.144 -1.264 -0.030
C -0.985 -0.001 -0.352
N -0.262 1.274 -0.699
C 0.208 1.435 -2.030
N 1.119 2.609 -2.002
H -0.239 -2.838 2.183
H -1.240 -1.618 2.699
H 0.111 -1.463 3.444
H 1.551 -1.320 1.426
H 0.494 0.074 1.597
H 0.671 -1.400 -0.754
H -0.948 -2.115 0.058
H -1.671 0.232 0.431
H -1.760 -0.200 -1.177
H -0.812 2.069 -0.307
H 0.788 0.546 -2.250
H -0.568 1.631 -2.739
H 1.923 2.193 -2.309
H 1.501 2.945 -1.050

List of relative energies, unit kJ/mol: version w 0.0; version x 8.6

Version w
21
Properties=species:S:1:pos:R:3 method="wB97M-V/def2-TZVPD" total_charge=0 e_homo_ev=-8.4 homo_lumo_gap_ev=9.42
C 1.050 -1.481 0.727
C 1.421 -0.224 -0.071
N 2.444 -0.357 -1.092
C 0.141 0.421 -0.718
N -1.026 0.297 0.126
C -0.947 1.214 1.292
C -2.287 0.309 -0.533
H 0.436 -1.183 1.558
H 1.861 -2.153 1.039
H 0.453 -2.084 0.014
H 1.582 0.606 0.641
H 3.179 -1.002 -0.829
H 2.096 -0.721 -1.972
H -0.019 -0.331 -1.514
H 0.487 1.432 -0.980
H -0.698 0.725 2.230
H -0.301 2.082 1.167
H -1.971 1.625 1.374
H -2.268 -0.374 -1.414
H -2.467 1.287 -1.017
H -3.164 -0.087 -0.028

Version x
21
Properties=species:S:1:pos:R:3 method="wB97M-V/def2-TZVPD" total_charge=0 e_homo_ev=-8.0 homo_lumo_gap_ev=9.06
C 0.042 -2.039 -1.539
C -0.192 -0.590 -1.912
C 0.345 0.610 -0.926
C 0.291 0.193 0.518
C -1.105 -0.025 1.084
N 1.011 1.468 1.140
N 0.781 1.751 2.525
H -0.029 -2.674 -2.429
H 1.030 -2.191 -1.097
H -0.719 -2.399 -0.842
H -1.252 -0.433 -2.139
H 0.329 -0.391 -2.857
H 1.369 0.812 -1.254
H -0.298 1.475 -1.122
H 0.947 -0.655 0.730
H -1.533 -0.961 0.723
H -1.784 0.789 0.819
H -1.077 -0.104 2.176
H 1.106 2.332 0.601
H 0.897 0.923 3.111
H -0.161 2.111 2.690

Version y
21
Properties=species:S:1:pos:R:3 method="wB97M-V/def2-TZVPD" total_charge=0 e_homo_ev=-8.7 homo_lumo_gap_ev=9.93
C 1.610 -0.524 2.235
N 0.285 -0.629 1.666
C -0.249 0.669 1.265
C 0.033 0.921 -0.232
C -0.834 0.024 -1.115
C -0.022 -1.003 -1.905
N -1.688 0.885 -1.955
H 1.618 0.080 3.149
H 2.079 -1.482 2.422
H 2.271 0.047 1.569
H -0.276 -1.114 2.364
H 0.224 1.471 1.854
H -1.327 0.662 1.424
H 1.111 0.805 -0.333
H -0.308 1.938 -0.379
H -1.525 -0.516 -0.476
H -0.624 -1.395 -2.731
H 0.156 -1.894 -1.303
H 0.894 -0.594 -2.320
H -1.126 1.341 -2.671
H -2.302 0.307 -2.528

List of relative energies, unit kJ/mol: version w 77.4; version x 109.5; version y 0.0